# 1
The following is a quantum chemistry calculation of one molecule with the formula C5H6N2 in a non-equilibrium geometry, from the Open Molecules 2025 dataset.

Max |F|   1.2 eV Å⁻¹
HOMO (alpha / beta)   -8.751 / -8.753 eV
Kohn-Sham gap (alpha / beta)   8.6 / 8.6 eV

XYZ file:
```
13
Properties=species:S:1:pos:R:3:forces:R:3:mulliken_charge:R:1
N 2.24188 0.39599 1.84613 -0.59 -0.05 -1.04 -0.42
C 1.68510 0.33996 0.83291 0.53 -0.03 0.85 0.07
C 1.10626 0.33299 -0.50101 0.32 -0.02 -0.10 0.03
C -0.03384 -0.57180 -0.89964 -0.04 -0.10 -0.18 0.22
C -0.77791 -1.24925 0.15828 -0.09 0.31 -0.07 -0.92
C -0.89288 0.97971 0.46538 -0.06 -0.11 0.00 -0.52
N -0.20468 0.87695 -0.73976 -0.01 0.18 0.04 -0.34
H 1.82265 0.55092 -1.28442 0.00 -0.03 0.06 0.39
H 0.11175 -1.00056 -1.89220 -0.16 0.06 0.06 0.39
H -1.83932 -1.09891 0.24884 -0.17 -0.02 -0.52 0.25
H -0.54413 -2.33007 0.23339 0.17 0.69 0.73 0.26
H -1.97413 1.03773 0.35811 0.15 -0.30 0.10 0.31
H -0.47567 1.72196 1.15741 -0.05 -0.58 0.08 0.29
```
Forces are in eV/Å.



# 2
The following is a quantum chemistry calculation of one molecule with the formula C5H6N2 in a non-equilibrium geometry, from the Open Molecules 2025 dataset.

Max |F|   3.9 eV Å⁻¹
HOMO   -9.371 eV
Kohn-Sham gap   10.1 eV

XYZ file:
```
13
Properties=species:S:1:pos:R:3:forces:R:3:mulliken_charge:R:1
C 2.09578 1.45079 -3.42932 0.80 0.95 -1.98 -0.09
C 1.23808 0.47833 -1.35278 1.03 1.27 -1.92 0.51
C 0.83619 -0.25890 -0.53937 -1.77 -0.44 0.59 -0.23
N 1.65263 1.04286 -2.44859 0.01 -0.05 1.01 -0.03
N -1.48895 0.75437 0.79225 0.29 0.74 1.37 -0.57
C 0.01108 -1.03924 0.28738 1.73 -0.74 3.37 -0.82
C -0.60238 -0.19537 1.45549 -0.05 -1.31 -0.55 -0.56
H -0.88707 1.44297 0.30030 -1.21 -0.89 0.01 0.29
H -2.18321 0.25056 0.23837 0.54 0.66 -0.14 0.25
H -0.65982 -1.67000 -0.21971 -1.05 -0.53 -0.81 0.35
H 0.78987 -1.66151 0.70689 -0.14 -1.17 0.71 0.31
H 0.27151 0.27089 1.93215 -0.57 0.36 -0.03 0.33
H -1.07370 -0.86575 2.27694 0.37 1.14 -1.63 0.26
```
Forces are in eV/Å.



# 3
The following is a quantum chemistry calculation of one molecule with the formula C5H6N2 in a non-equilibrium geometry, from the Open Molecules 2025 dataset.

Max |F|   4.5 eV Å⁻¹
Multiplicity   3
HOMO (alpha / beta)   -6.076 / -9.226 eV
Expectation value of S²   2.03
Kohn-Sham gap (alpha / beta)   7.0 / 7.6 eV

XYZ file:
```
13
Properties=species:S:1:pos:R:3:forces:R:3:mulliken_charge:R:1
C -0.58737 1.64870 0.41028 0.87 -1.73 -0.63 -0.44
C 0.17412 0.49185 0.22292 -3.24 -0.94 0.70 0.56
C -1.04932 -0.57360 0.16538 3.42 0.54 1.36 -0.33
C -2.15922 -0.98800 -0.66231 -0.25 1.32 -2.39 -0.04
C 1.59717 -0.02840 0.28632 -2.50 0.99 1.30 -1.08
N -1.94894 1.44487 0.35760 0.77 3.91 -1.64 -0.60
N -2.19553 0.18355 0.29792 -1.51 -3.63 2.23 0.04
H -0.29537 2.66899 0.45432 0.48 0.54 0.36 0.46
H -2.29799 -0.97265 -1.74630 0.38 0.69 0.24 0.27
H -2.75086 -1.71192 -0.21176 -0.92 -1.56 0.60 0.20
H 2.00716 0.56224 -0.44040 2.19 1.13 -1.89 0.34
H 2.09139 0.12718 1.24813 -0.15 -0.13 -0.11 0.28
H 1.52615 -1.03588 -0.01850 0.47 -1.12 -0.13 0.34
```
Forces are in eV/Å.



# 4
The following is a quantum chemistry calculation of one molecule with the formula C5H6N2O in a non-equilibrium geometry, from the Open Molecules 2025 dataset.

Max |F|   5.1 eV Å⁻¹
HOMO   -9.723 eV
Kohn-Sham gap   10.1 eV

XYZ file:
```
14
Properties=species:S:1:pos:R:3:forces:R:3:mulliken_charge:R:1
C 0.13662 -1.19024 0.66025 -0.50 -0.71 -0.44 -0.15
C -0.73154 -0.53724 -0.41480 -1.23 1.98 3.03 0.64
C -0.59205 0.99206 -0.06782 4.27 2.55 -0.31 -0.32
C 0.65828 1.66246 0.22247 -2.22 -1.42 0.14 -0.59
C -2.16563 -0.72021 -0.16799 -4.17 0.16 0.16 -0.16
H 2.94189 -0.80607 -0.73027 -5.06 -0.19 0.09 0.36
H -0.21466 -1.44481 1.71008 0.12 0.09 -1.73 0.35
H -0.63191 -0.79946 -1.44418 1.10 -0.16 -0.60 0.41
H -1.51353 1.64068 -0.15152 1.21 -0.94 0.10 0.30
H 1.80253 1.22219 0.40846 -3.75 1.10 -0.72 0.19
H 0.48304 2.76759 0.40323 0.60 -1.43 -0.17 0.26
N 1.35570 -1.39821 0.44168 1.92 0.78 -0.01 -0.39
N -3.34115 -0.62613 -0.09693 3.72 -0.61 -0.07 -0.48
O 1.81241 -0.76260 -0.77266 3.99 -1.20 0.54 -0.43
```
Forces are in eV/Å.



# 5
The following is a quantum chemistry calculation of C5H6N2O as an isolated structure in a non-equilibrium geometry, from the Open Molecules 2025 dataset.

Max |F|   7.3 eV Å⁻¹
HOMO   -9.080 eV
Kohn-Sham gap   9.4 eV

XYZ file:
```
14
Properties=species:S:1:pos:R:3:forces:R:3:mulliken_charge:R:1
C 1.47926 -1.11893 0.61996 -3.37 1.25 1.77 -0.23
C 2.65028 -0.78109 0.07968 -0.34 3.25 -1.30 -0.58
C -0.25563 0.28013 -0.55784 -2.10 0.86 -0.35 0.70
C -1.65002 0.50773 -0.55448 -4.21 3.21 -1.15 -0.53
C -2.61880 1.26330 -0.64127 -0.20 0.42 -1.52 -0.21
H -1.72275 -0.96580 1.52277 5.24 2.53 -0.05 0.37
H 1.24584 -1.59579 1.70431 1.33 0.41 -3.02 0.29
H 3.00583 0.22962 -0.64517 -1.67 -3.81 2.03 0.24
H 3.36979 -1.27768 0.64936 1.81 -0.49 0.37 0.33
H 0.11689 1.37019 -2.08943 0.89 -0.36 2.67 0.27
H -3.40060 2.04890 -1.06255 1.92 -2.41 1.57 0.33
N 0.07581 -0.64251 0.27819 3.28 -3.83 5.23 0.09
N 0.55364 0.97236 -1.16298 1.99 2.21 -5.46 -0.50
O -0.58146 -0.37816 1.55474 -4.57 -3.24 -0.81 -0.56
```
Forces are in eV/Å.



# 6
The following is a quantum chemistry calculation of one molecule with the formula C5H6N2O in a non-equilibrium geometry, from the Open Molecules 2025 dataset.

Max |F|   7.3 eV Å⁻¹
HOMO   -9.366 eV
Kohn-Sham gap   9.2 eV

XYZ file:
```
14
Properties=species:S:1:pos:R:3:forces:R:3:mulliken_charge:R:1
C -1.65130 0.21570 -0.48797 0.52 -3.22 -1.46 0.16
C -0.63094 1.29278 0.18424 -1.53 -4.83 0.39 -0.10
C 0.25561 0.41211 1.03670 2.37 -0.38 3.22 -0.24
C 0.52217 -1.10296 0.79488 2.87 1.92 1.65 -0.67
C 1.37959 -0.91334 -0.52717 -2.90 2.22 2.06 -0.06
H -2.04308 0.62570 -1.56617 0.24 -1.20 2.45 0.27
H -1.17328 2.13600 0.55176 0.45 0.97 -0.16 0.39
H 0.84452 0.63734 2.00537 -2.03 0.59 -1.14 0.22
H -0.41156 -1.61663 0.70954 0.58 -1.03 0.03 0.41
H 1.13919 -1.31244 1.78593 -1.09 -0.55 -2.45 0.30
H 1.47601 -1.65059 -1.21225 1.34 -2.56 -1.78 0.43
N 1.39040 0.27457 -1.01722 -1.02 -0.54 0.84 -0.47
N 0.80768 1.14405 -0.01347 0.98 1.71 -1.43 -0.13
O -1.80866 -1.02193 -0.13294 -0.81 6.89 -2.22 -0.51
```
Forces are in eV/Å.



How do the records compare in energy above the lowest of the compared OMol25 structures with the same formula, charge and spin? In the order shown, they have 482.08; 399.75; 302.55; 461.79; 827.22; 521.47 kJ/mol.
How do the records compare in electronic energy? In the order shown, they have -303.45246; -303.48381; -303.35733; -378.69506; -378.55587; -378.67233 Ha.
How do the records compare in molecular weight? In the order shown, they have 94.1; 94.1; 94.1; 110.1; 110.1; 110.1 g mol⁻¹.